Here is 8 unconnected molecules or ions with the total composition C36H91BO12P from the OMol25 dataset. Energies are from ωB97M-V/def2-TZVPD.

Structure (ORCA input):
```
! wB97M-V def2-TZVPD RIJCOSX def2/J DEFGRID3
* xyz -1 1
C 4.92 1.06 -3.52
O 5.31 -0.19 -4.05
C 5.78 -1.12 -3.08
C 5.11 -2.48 -3.25
C 3.66 -2.38 -3.67
C 2.76 -1.64 -2.64
C 1.81 -2.64 -1.99
C 1.08 -2.18 -0.72
C 1.86 -1.23 0.18
C 1.16 -0.89 1.49
C 2.09 -0.06 2.41
C 2.39 -0.73 3.76
P 4.17 -1.30 4.19
O 4.34 -2.12 2.63
C 5.60 -1.75 2.13
C 5.75 -2.24 0.68
C 5.58 -0.22 2.26
B 6.92 0.57 2.05
O 7.23 1.64 2.88
O 7.79 0.32 0.99
C 7.96 1.48 0.18
O 4.95 0.11 3.47
H 5.79 1.67 -3.25
H 4.36 1.58 -4.30
H 4.26 0.95 -2.66
H 5.57 -0.74 -2.08
H 6.87 -1.21 -3.17
H 5.68 -3.05 -3.99
H 5.19 -3.02 -2.31
H 3.60 -1.92 -4.65
H 3.29 -3.40 -3.78
H 2.20 -0.91 -3.22
H 3.41 -1.17 -1.92
H 1.03 -2.85 -2.74
H 2.31 -3.58 -1.80
H 0.88 -3.07 -0.13
H 0.09 -1.76 -0.95
H 2.06 -0.30 -0.35
H 2.84 -1.67 0.39
H 0.30 -0.28 1.23
H 0.84 -1.81 1.98
H 1.58 0.89 2.61
H 2.99 0.21 1.86
H 1.79 -1.63 3.80
H 2.05 -0.11 4.59
H 4.08 -0.63 5.49
H 3.61 -2.51 4.80
H 5.50 -1.75 4.58
H 6.41 -2.20 2.70
H 6.40 -3.11 0.66
H 4.79 -2.57 0.30
H 6.20 -1.49 0.03
H 4.96 0.07 1.38
H 7.57 1.33 3.73
H 7.09 2.14 0.23
H 8.83 2.05 0.49
H 8.06 1.16 -0.85
C 2.75 -7.48 -1.97
C 3.65 -6.41 -2.57
C 5.01 -6.97 -2.96
O 3.80 -5.33 -1.67
H 3.20 -7.88 -1.06
H 1.78 -7.06 -1.71
H 2.60 -8.31 -2.67
H 3.17 -5.99 -3.46
H 5.53 -7.36 -2.07
H 5.64 -6.19 -3.38
H 4.92 -7.78 -3.68
H 4.22 -5.65 -0.86
C 0.76 2.00 -6.51
C 1.59 0.82 -6.03
C 2.65 0.43 -7.05
O 0.75 -0.29 -5.72
H 0.23 1.74 -7.43
H 0.01 2.27 -5.76
H 1.38 2.87 -6.71
H 2.08 1.09 -5.09
H 2.17 0.12 -7.98
H 3.24 -0.41 -6.68
H 3.32 1.26 -7.26
H 0.29 -0.55 -6.53
C -3.48 0.77 -0.36
C -3.30 0.68 1.15
C -4.30 1.55 1.89
O -1.97 1.04 1.51
H -3.32 1.79 -0.69
H -2.76 0.13 -0.87
H -4.49 0.46 -0.66
H -3.42 -0.36 1.47
H -4.17 2.60 1.61
H -4.16 1.48 2.97
H -5.33 1.26 1.65
H -1.83 1.96 1.24
C -8.86 4.14 3.76
C -7.70 3.22 3.43
C -7.81 1.90 4.16
O -6.45 3.85 3.73
H -8.87 4.37 4.83
H -8.77 5.09 3.22
H -9.82 3.69 3.50
H -7.67 3.04 2.35
H -7.79 2.06 5.24
H -6.97 1.25 3.91
H -8.73 1.38 3.91
H -6.43 4.03 4.68
C -1.39 5.74 -1.39
C -0.57 4.59 -0.82
C 0.51 4.12 -1.78
O -1.43 3.50 -0.48
H -1.89 5.42 -2.31
H -2.15 6.05 -0.69
H -0.75 6.59 -1.62
H -0.12 4.90 0.12
H 0.06 3.76 -2.71
H 1.08 3.30 -1.34
H 1.20 4.94 -2.02
H -1.85 3.19 -1.29
C -12.57 7.32 3.73
C -11.92 6.26 2.85
C -12.55 6.22 1.46
O -12.00 4.98 3.47
H -13.63 7.09 3.87
H -12.11 7.33 4.71
H -12.49 8.31 3.29
H -10.85 6.48 2.76
H -13.61 5.96 1.53
H -12.06 5.46 0.85
H -12.46 7.18 0.96
H -12.93 4.76 3.57
C -1.68 -4.05 2.21
C -0.59 -5.04 1.81
C -0.78 -6.39 2.50
O 0.69 -4.51 2.10
H -1.64 -3.87 3.29
H -1.53 -3.10 1.70
H -2.67 -4.43 1.96
H -0.61 -5.18 0.73
H -0.72 -6.27 3.59
H 0.01 -7.08 2.20
H -1.75 -6.83 2.26
H 0.75 -4.35 3.05
*
```

Calculated values
Frontier orbital gap ... 5.38 eV

These are the Mulliken partial charges, in e, on atoms 1 to 99: atom 1 (C): -0.466, atom 2 (O): -0.419, atom 3 (C): -0.138, atom 4 (C): -0.505, atom 5 (C): -0.335, atom 6 (C): 0.706, atom 7 (C): -0.490, atom 8 (C): -0.372, atom 9 (C): 0.870, atom 10 (C): 0.305, atom 11 (C): -0.317, atom 12 (C): -1.208, atom 13 (P): -0.519, atom 14 (O): -0.212, atom 15 (C): 0.410, atom 16 (C): -1.070, atom 17 (C): 0.317, atom 18 (B): 0.717, atom 19 (O): -0.536, atom 20 (O): -0.542, atom 21 (C): -0.766, atom 22 (O): -0.527, atom 23 (H): 0.330, atom 24 (H): 0.173, atom 25 (H): 0.115, atom 26 (H): -0.083, atom 27 (H): 0.499, atom 28 (H): 0.441, atom 29 (H): 0.019, atom 30 (H): -0.021, atom 31 (H): 0.278, atom 32 (H): -0.126, atom 33 (H): -0.173, atom 34 (H): 0.285, atom 35 (H): -0.051, atom 36 (H): -0.388, atom 37 (H): 0.330, atom 38 (H): 0.150, atom 39 (H): -0.578, atom 40 (H): -0.018, atom 41 (H): -0.250, atom 42 (H): 0.558, atom 43 (H): -0.118, atom 44 (H): 0.270, atom 45 (H): 0.432, atom 46 (H): 0.017, atom 47 (H): 0.050, atom 48 (H): 0.074, atom 49 (H): 0.191, atom 50 (H): 0.409, atom 51 (H): 0.060, atom 52 (H): 0.078, atom 53 (H): -0.053, atom 54 (H): 0.288, atom 55 (H): 0.319, atom 56 (H): 0.289, atom 57 (H): 0.224, atom 58 (C): -1.368, atom 59 (C): 0.557, atom 60 (C): -1.413, atom 61 (O): -0.306, atom 62 (H): 0.321, atom 63 (H): 0.314, atom 64 (H): 0.390, atom 65 (H): 0.266, atom 66 (H): 0.338, atom 67 (H): 0.298, atom 68 (H): 0.407, atom 69 (H): 0.220, atom 70 (C): -1.566, atom 71 (C): 1.046, atom 72 (C): -1.365, atom 73 (O): -0.523, atom 74 (H): 0.403, atom 75 (H): 0.353, atom 76 (H): 0.363, atom 77 (H): -0.025, atom 78 (H): 0.427, atom 79 (H): 0.266, atom 80 (H): 0.362, atom 81 (H): 0.319, atom 82 (C): -1.090, atom 83 (C): 0.557, atom 84 (C): -1.216, atom 85 (O): -0.383, atom 86 (H): 0.099, atom 87 (H): 0.243, atom 88 (H): 0.422, atom 89 (H): 0.179, atom 90 (H): 0.263, atom 91 (H): 0.345, atom 92 (H): 0.316, atom 93 (H): 0.260, atom 94 (C): -1.334, atom 95 (C): 0.601, atom 96 (C): -1.299, atom 97 (O): -0.534, atom 98 (H): 0.311, atom 99 (H): 0.267